C2H6N4 as an isolated structure. Source: the OMol25 dataset; level of theory: wB97M-V/def2-TZVPD.

Results
spin multiplicity: 1
energy relative to the best compared isomer or geometry (same formula, charge and spin): 5.118 eV

Element x y z (Å)
C  -0.552  -0.340  0.405
C  -0.950  -0.664  -0.936
H  -0.679  0.523  2.762
H  1.356  0.094  2.710
H  -1.365  -0.273  1.172
H  -2.032  -0.875  -1.186
H  1.152  0.727  -2.746
H  1.294  0.614  -1.107
N  0.479  0.491  2.119
N  0.689  -0.149  0.782
N  -0.363  -0.305  -2.036
N  0.972  0.155  -1.941

=====

The molecule C2H6N4. Source: the OMol25 dataset; level of theory: wB97M-V/def2-TZVPD.

Results
spin multiplicity: 1
energy relative to the best compared isomer or geometry (same formula, charge and spin): 5.593 eV

Element x y z (Å)
C  -0.906  0.121  0.005
C  0.502  0.226  0.823
N  1.462  -0.258  -0.148
N  1.358  0.349  -1.451
N  0.829  -0.951  -1.214
N  -0.562  -1.025  -0.907
H  -1.569  -0.175  0.716
H  -1.135  0.923  -0.756
H  0.587  1.299  1.039
H  0.708  -0.322  1.656
H  2.089  0.236  -2.154
H  -0.852  -1.867  -0.470

=====

Going through the records in order, we get DFT total energy values of -8126.975; -8126.500 eV.
Going through the records in order, we get LUMO energy values of 0.009; 0.042 Eh.
Going through the records in order, we get orbital gap values of 8.80; 10.39 eV.